1.
DFT (wB97M-V/def2-TZVPD) results for one molecule with the formula C6H6.

Computed properties:
E_LUMO ... 1.001 eV
SMILES ... C#CC(C)C#C
HOMO-LUMO gap ... 0.3999 hartree

Atoms and positions in Å:
1 C -0.02019 0.64136 -1.41920
2 C -0.05462 0.55137 0.15510
3 C -1.05923 -0.47962 0.28719
4 C -1.74122 -1.45734 0.10390
5 C 1.10824 0.16466 1.02255
6 C 1.88692 -0.17239 1.88576
7 H 0.22553 -0.30110 -1.93073
8 H -1.02954 0.89565 -1.79851
9 H 0.68410 1.41686 -1.67535
10 H -0.38584 1.52706 0.54537
11 H -2.27943 -2.35553 0.20369
12 H 2.59443 -0.50363 2.62663

2.
DFT (wB97M-V/def2-TZVPD) results for one molecule with the formula C6H6.

Computed properties:
E_LUMO ... 0.896 eV
SMILES ... C#CCC#CC
HOMO-LUMO gap ... 0.3644 hartree

Atoms and positions in Å:
1 C -2.64916 0.64916 0.32507
2 C -1.32225 0.11364 -0.03741
3 C -0.22591 -0.31704 -0.32272
4 C 1.11435 -0.82363 -0.70351
5 C 2.24471 -0.03592 -0.30499
6 C 3.12559 0.50182 0.32566
7 H -2.63456 1.11332 1.31836
8 H -2.96983 1.41440 -0.39043
9 H -3.41608 -0.13469 0.33642
10 H 1.09928 -1.36663 -1.64744
11 H 1.83995 -1.51116 -0.04671
12 H 3.79391 0.39674 1.14770

Here are the energies relative to the best structure, in kJ/mol: 1 0.0; 2 94.1.

1.
DFT (wB97M-V/def2-TZVPD) results for a 2-piece molecular cluster, C6H6 overall.

Computed properties:
E_LUMO ... -0.503 eV
HOMO-LUMO gap ... 0.3018 hartree

Atoms and positions in Å:
1 C -1.34577 -0.19384 0.59024
2 C -1.77433 0.57433 -1.33523
3 C -1.01397 0.99228 -2.30738
4 C -0.01706 0.58325 -1.41987
5 C 0.61632 0.15121 -0.43369
6 C 1.74444 -0.24642 0.41231
7 H -1.68357 0.73128 1.04566
8 H -0.54906 -0.66525 1.16391
9 H -2.13912 -0.90611 0.39706
10 H 1.83158 -1.33555 0.49848
11 H 1.66014 0.18015 1.41891
12 H 2.67039 0.13467 -0.03041

2.
DFT (wB97M-V/def2-TZVPD) results for one molecule with the formula C6H6.

Computed properties:
E_LUMO ... 0.151 eV
SMILES ... C=C=C1CC1=C
HOMO-LUMO gap ... 0.3218 hartree

Atoms and positions in Å:
1 C -0.24764 0.14288 0.09903
2 C -1.49031 -2.13096 1.16571
3 C 0.87907 0.76163 -0.44151
4 C 2.18027 0.76804 -0.66943
5 C -0.86485 -1.01017 0.64185
6 C -0.43556 1.40312 -0.57854
7 H 2.56810 1.73640 -1.15420
8 H 2.72743 -0.03693 -0.30784
9 H -2.06307 -2.85690 0.69983
10 H -1.44411 -2.48909 2.14835
11 H -0.96700 1.39170 -1.63677
12 H -0.84232 2.32028 0.03352

Here are the energies relative to the best structure, in kJ/mol: 1 364.3; 2 0.0.

1.
DFT (wB97M-V/def2-TZVPD) results for one molecule with the formula C6H6.

Computed properties:
E_LUMO ... 0.883 eV
SMILES ... C#CCCC#C
HOMO-LUMO gap ... 0.3975 hartree

Atoms and positions in Å:
1 C 3.02784 0.11813 0.37618
2 C 1.84344 -0.00936 0.55298
3 C 0.39621 -0.15649 0.74882
4 C -0.39275 -0.16460 -0.59442
5 C -1.83783 -0.11162 -0.47352
6 C -2.94802 0.35952 -0.53804
7 H 4.07523 0.25106 0.21328
8 H 0.03453 0.64255 1.40520
9 H 0.22773 -1.08843 1.31819
10 H -0.44730 0.73621 -1.22514
11 H 0.02461 -0.91616 -1.26974
12 H -4.00371 0.33919 -0.51378

2.
DFT (wB97M-V/def2-TZVPD) results for one molecule with the formula C6H6.

Computed properties:
E_LUMO (alpha / beta) ... 0.045 / 0.044 eV
SMILES ... C=C=C=C=CC
HOMO-LUMO gap (alpha / beta) ... 0.3204 / 0.3204 hartree

Atoms and positions in Å:
1 C -2.33993 0.35675 -0.19120
2 C -0.93309 -0.08477 -0.01861
3 C -0.20978 -1.13567 0.24508
4 C 0.95233 -1.69219 0.41878
5 C 2.00222 -0.95131 0.30317
6 C 2.72770 0.12507 0.09912
7 H -2.55315 1.14263 0.54292
8 H -3.06477 -0.44942 -0.07589
9 H -2.44383 0.79866 -1.18913
10 H 3.04083 0.40345 -0.90096
11 H 2.97173 0.79867 0.91303
12 H -0.15027 0.68812 -0.14631

Here are the energies relative to the best structure, in kJ/mol: 1 0.0; 2 116.9.